Entry 1:
9
Properties=species:S:1:pos:R:3 method="wB97M-V/def2-TZVPD" multiplicity=3 e_lumo_ha="0.0253 / -0.0933" fmax_ev_per_a=5.02 charge=0 de_lowest_ev=1.910 e_tot_ha=-5264.49166 orbital_gap_ev="7.203 / 7.099" s_squared=2.020 homo_ev="-6.515 / -9.638"
C 0.5959 -1.5230 -0.2078
C 0.9613 -0.2244 -0.1581
C -0.5170 1.3719 -0.4013
Br 2.6481 0.6102 0.0555
Br -2.2223 0.4995 0.0752
H 1.2770 -2.3243 0.1250
H -0.3570 -1.7234 -0.5688
H 0.0245 1.7888 0.4742
H -0.4927 1.8082 -1.4233


Entry 2:
11
Properties=species:S:1:pos:R:3 method="wB97M-V/def2-TZVPD" smiles=C[C@@](F)(Br)[C@@H](Cl)Br e_lumo_ha=0.0066 fmax_ev_per_a=3.67 charge=0 de_lowest_ev=0.271 e_tot_ha=-5824.75428 orbital_gap_ev=10.615 homo_ev=-10.435
C 0.6512 0.7113 0.9699
C 0.0983 0.2497 -0.4269
F -1.0849 1.2206 -0.7462
Br 1.4047 0.7772 -1.7915
C -0.4665 -1.1465 -0.4502
Cl -1.7256 -1.1758 0.7742
Br -1.3062 -1.6051 -2.2284
H 0.2669 1.7726 1.0658
H -0.0010 0.3494 1.8439
H 1.7156 0.6772 1.2170
H 0.4474 -1.8308 -0.2277


Entry 3:
11
Properties=species:S:1:pos:R:3 method="wB97M-V/def2-TZVPD" multiplicity=3 e_lumo_ha="-0.0268 / -0.0745" fmax_ev_per_a=3.91 charge=0 e_tot_ha=-5414.89931 orbital_gap_ev="3.439 / 6.887" s_squared=2.006 homo_ev="-4.168 / -8.913"
C -1.6079 0.7620 -1.2080
C -2.1816 0.4405 0.0816
C 2.2381 0.3218 0.4843
O -1.2709 -0.5672 -0.5025
O 1.1365 -0.0976 0.4678
Br -3.9540 -0.5400 0.3563
Br 3.6955 -0.8836 0.3694
H -1.9683 0.4446 -2.1625
H -1.9231 0.8397 1.0302
H 2.5390 1.3272 0.3403
H -0.3127 -0.7519 -0.3762


Entry 4:
13
Properties=species:S:1:pos:R:3 method="wB97M-V/def2-TZVPD" multiplicity=2 e_lumo_ha="-0.2985 / -0.4638" fmax_ev_per_a=4.41 charge=+2 e_tot_ha=-8666.17179 orbital_gap_ev="8.525 / 4.025" s_squared=0.759 homo_ev="-16.648 / -16.646"
Ca 2.9135 -2.5526 -0.0235
C 0.9643 1.2897 0.3490
C 1.7909 -0.0165 0.2243
O 1.3091 -1.0647 0.6606
O 3.0258 -0.1416 -0.1240
H 1.6099 1.9338 0.9461
H 0.0326 1.1245 0.8900
H 0.7556 1.8152 -0.5829
C -2.3621 -0.5573 -0.3782
Br -3.8906 -1.8633 -0.6753
Br -3.1318 1.0719 0.4223
Br -1.3717 -0.0808 -2.0467
H -1.6455 -0.9584 0.3385


Entry 5:
11
Properties=species:S:1:pos:R:3 method="wB97M-V/def2-TZVPD" e_lumo_ha=0.0106 fmax_ev_per_a=3.88 charge=0 de_lowest_ev=0.300 e_tot_ha=-10412.72703 orbital_gap_ev=10.087 homo_ev=-9.799
C 0.2023 0.7914 -0.9130
C -0.6410 0.1324 0.1185
C 0.1667 -1.5974 0.6048
Br -0.6008 2.5210 -1.4001
Br -2.3920 -0.3552 -0.4963
Br 1.7592 -1.1806 1.5831
Br 0.4774 -2.5931 -0.9895
H 0.2554 0.2114 -1.8357
H 1.2005 1.0104 -0.5362
H -0.7030 0.6411 1.0750
H -0.5679 -2.0783 1.2414


Entry 6:
9
Properties=species:S:1:pos:R:3 method="wB97M-V/def2-TZVPD" e_lumo_ha="-0.0516 / -0.0913" fmax_ev_per_a=4.47 charge=0 de_lowest_ev=3.573 e_tot_ha=-2790.43259 orbital_gap_ev="8.076 / 6.436" homo_ev="-9.480 / -8.920"
C 0.7047 -0.0676 -0.7153
C 0.3207 -0.3377 0.8200
C -0.2362 0.7204 0.0146
F -0.3454 2.0402 0.2292
Br -2.9844 -0.5461 -0.2424
H 1.5985 0.2308 -1.0443
H 0.3896 -0.8287 -1.4212
H -0.3737 -1.2317 0.8050
H 0.9260 0.0204 1.5545


The highest charge belongs to which entry? C3H4Br3CaO2


Look up the charge of the second one. 0


Which of these has the highest charge? C3H4Br3CaO2


Look up the charge of the second one. 0